C3H6OS | ωB97M-V/def2-TZVPD

Its electronic energy is -16090.9155 eV. The calculation puts the LUMO energy at 0.81 eV. Its HOMO energy is -9.50 eV. As for the SMILES: CSC(C)=O.

```
! RIJCOSX wB97M-V def2-TZVPD def2/J DEFGRID3
* xyz 0 1
C 2.15 0.34 0.03
C -0.67 0.20 -0.03
C -2.00 -0.55 0.00
H 2.24 0.79 1.00
H 3.02 -0.32 -0.22
H 2.06 1.15 -0.79
H -2.00 -1.25 0.85
H -2.74 0.17 0.22
H -2.23 -1.06 -0.97
O -0.62 1.42 -0.05
S 0.79 -0.88 -0.04
*
```